6 unconnected molecules or ions with the total composition CH14N2O5. Source: the Open Molecules 2025 dataset; level of theory: the ωB97M-V functional and the def2-TZVPD basis.

The charge is 0. The molecular weight comes out at 134.1 g/mol. For the relative energy (zero: lowest compared OMol25 entry of this formula, charge and spin), the calculation gives 147.2 kJ/mol.

Last column: natural (NBO) charge in e.
Atoms and positions in Å:
H  1.11408  -2.00598  0.93143  0.382
N  1.53180  -1.40439  0.14924  -0.720
C  0.78409  -0.75199  -0.63070  0.265
N  1.32969  0.08983  -1.63380  -0.854
H  -0.34360  -0.63700  -0.56776  0.180
H  1.07194  -0.32147  -2.48830  0.370
H  2.25887  0.30420  -1.71949  0.373
O  -1.69630  -1.18846  1.58592  -1.015
H  -1.98618  -2.01768  1.85627  0.469
H  -0.74329  -1.07208  2.05517  0.503
O  -2.49150  0.94029  -0.31345  -0.970
H  -2.25144  0.22297  0.30562  0.496
H  -3.14364  1.44710  0.19693  0.467
O  0.79187  -0.88425  2.62290  -0.950
H  0.65250  -0.59371  3.56771  0.492
H  1.16905  -0.06672  2.25177  0.511
O  -1.91227  1.24644  -4.32193  -0.954
H  -2.54661  0.55790  -4.04299  0.474
H  -1.18870  1.30089  -3.56000  0.480
O  2.63436  1.63311  1.67202  -0.954
H  2.27910  2.33207  1.07265  0.477
H  2.68618  0.86893  1.01079  0.480

Forces on the atoms, in the same order (eV/Å):
H 0.3 1.5 -1.9
N -0.1 -1.1 1.1
C -0.2 0.5 0.7
N -3.2 -0.3 0.6
H 1.2 -0.6 -0.2
H -0.8 -0.1 -1.6
H 3.0 0.0 0.7
O 3.3 2.6 0.5
H -0.9 -2.3 0.6
H -2.5 -0.3 -1.4
O -0.2 -0.1 0.6
H -0.1 0.1 -0.2
H 0.3 -0.1 -0.4
O -0.3 1.2 2.2
H 0.2 -0.7 -1.2
H 0.1 -0.2 -0.3
O 2.0 -0.2 2.3
H 0.6 0.5 0.1
H -2.6 -0.3 -2.3
O -0.6 -1.0 -2.3
H 0.3 -0.5 0.9
H 0.2 1.2 1.4

***

C23H18N4O3 in the gas phase. Source: the Open Molecules 2025 dataset; level of theory: the ωB97M-V functional and the def2-TZVPD basis.

The charge is 0. The molecular weight comes out at 398.4 g/mol. For the relative energy (zero: lowest compared OMol25 entry of this formula, charge and spin), the calculation gives 77.0 kJ/mol.

Last column: natural (NBO) charge in e.
Atoms and positions in Å:
C  0.66220  -3.39735  -2.63106  -0.685
C  0.45347  -2.12179  -1.86915  0.261
N  0.36540  -2.02071  -0.59928  -0.269
N  0.38307  -3.05429  0.25504  -0.436
C  0.18962  -2.88985  1.59959  0.654
O  0.16834  -3.86228  2.32818  -0.590
C  0.05894  -1.47286  2.05033  -0.071
C  -0.71057  -0.58099  1.34409  -0.203
C  -0.68249  0.79029  1.68276  0.264
C  -1.32270  1.79386  0.82207  -0.137
C  -0.91914  3.12777  0.90878  -0.136
C  -1.46945  4.06157  0.05104  -0.268
C  -2.40698  3.62931  -0.87627  0.029
N  -2.81755  2.37507  -0.95547  -0.416
C  -2.29731  1.48776  -0.12981  0.060
N  -0.01076  1.24172  2.71696  -0.453
C  0.66836  0.37987  3.49078  0.230
C  1.33886  0.89240  4.62220  -0.217
C  2.07896  0.06593  5.41908  -0.201
C  2.18527  -1.30133  5.11917  -0.208
C  1.54970  -1.83025  4.02916  -0.179
C  0.76632  -1.01097  3.19358  -0.097
C  0.29570  -0.84234  -2.56943  -0.216
C  0.58134  0.33995  -1.88321  -0.119
C  0.36980  1.58181  -2.43744  -0.330
C  -0.15139  1.67930  -3.72370  0.351
O  -0.39287  2.86925  -4.32464  -0.659
C  -0.43383  0.51867  -4.43041  -0.374
C  -0.21960  -0.73304  -3.87164  0.420
O  -0.54383  -1.85043  -4.57363  -0.686
H  1.23238  -4.11309  -2.03892  0.209
H  -0.29728  -3.84250  -2.89219  0.243
H  1.19990  -3.19872  -3.55246  0.245
H  0.49215  -4.01967  -0.06178  0.385
H  -1.29192  -0.90926  0.50126  0.235
H  -0.17641  3.39897  1.64346  0.240
H  -1.17538  5.09960  0.09486  0.220
H  -2.85662  4.31260  -1.58549  0.192
H  -2.69355  0.48732  -0.23554  0.192
H  1.24305  1.94692  4.82917  0.223
H  2.58932  0.45907  6.28627  0.215
H  2.77484  -1.93898  5.76121  0.215
H  1.61768  -2.88462  3.81232  0.240
H  0.97700  0.25668  -0.88419  0.234
H  0.59822  2.47683  -1.87562  0.215
H  -0.19630  3.58920  -3.71310  0.484
H  -0.84317  0.60805  -5.42658  0.213
H  -0.93075  -1.59445  -5.42032  0.487

Forces on the atoms, in the same order (eV/Å):
C 0.0 -0.1 0.2
C 0.0 -0.6 0.4
N 0.0 0.5 -0.4
N 0.3 -1.0 -0.6
C 0.0 -0.2 0.0
O 0.0 0.1 0.1
C -0.3 0.5 0.1
C 0.1 -0.1 0.4
C 0.2 -0.3 0.5
C -0.2 0.5 -0.3
C -0.1 -0.2 -0.1
C 0.0 -0.1 0.0
C 0.1 0.2 0.0
N -0.4 -0.1 -0.4
C 0.3 -0.1 0.3
N -0.3 0.3 -0.3
C 0.2 -0.6 0.0
C 0.2 -0.1 0.2
C -0.1 0.3 0.0
C 0.0 -0.2 -0.2
C 0.2 -0.2 0.3
C -0.2 0.4 -0.1
C 0.0 0.3 -0.4
C 0.0 0.0 -0.3
C 0.0 0.2 -0.1
C 0.1 -0.4 0.2
O 0.0 0.1 -0.1
C 0.0 0.3 -0.1
C 0.2 0.5 0.4
O -0.1 -0.2 -0.1
H 0.0 0.0 0.0
H 0.0 -0.1 -0.1
H 0.0 -0.1 0.0
H -0.1 0.3 0.2
H 0.0 0.0 0.0
H 0.0 0.0 0.0
H 0.0 0.1 0.0
H 0.0 0.1 0.0
H 0.1 -0.2 0.1
H 0.0 0.1 0.0
H 0.0 0.1 0.1
H 0.0 -0.1 0.0
H 0.0 0.0 0.0
H 0.1 0.0 0.1
H 0.0 0.1 0.1
H 0.0 -0.1 0.0
H -0.1 0.0 -0.1
H 0.1 0.0 0.1

***

Number 1: energy -532.16574 Eh, highest occupied orbital energy -9.9 eV, Kohn-Sham gap 10.3 eV. Number 2: energy -1332.01540 Eh, highest occupied orbital energy -8.1 eV, Kohn-Sham gap 7.8 eV.